1.
{
  "formula": "C3H8N2S",
  "method": "the ωB97M-V functional and the def2-TZVPD basis",
  "smiles": "[H]/N=C(/C)NSC",
  "gap_ha": 0.3625,
  "multiplicity": 1,
  "homo_energy_ev": -9.05,
  "species": ["C", "C", "C", "H", "H", "H", "H", "H", "H", "H", "H", "N", "N", "S"],
  "positions_angstrom": [[2.183970, 0.158619, 0.506799], [-1.275100, -0.277889, -0.250358], [-1.065506, 1.124642, -0.544057], [3.060077, 0.811335, 0.127174], [2.506999, -0.395111, 1.350194], [1.341187, 0.781327, 1.007429], [-0.256796, -2.054435, 0.361388], [-0.154862, 1.463972, 0.005846], [-0.967616, 1.284372, -1.665154], [-1.975208, 1.767144, -0.123364], [-2.306253, -1.951975, 0.088443], [-0.108341, -1.139727, -0.191626], [-2.390704, -0.846517, 0.127999], [1.408150, -0.725755, -0.800710]],
  "forces_ev_per_angstrom": [[-0.6, 2.9, 1.0], [-0.8, -4.7, 2.1], [-1.2, 2.8, 0.2], [-1.6, -1.0, 0.5], [0.7, -1.1, 0.5], [1.6, -0.4, -1.0], [0.5, 2.2, -1.4], [-0.7, 0.0, -0.9], [0.0, 0.0, 1.5], [1.9, -1.5, -1.1], [0.1, 2.9, 0.4], [-0.5, -0.5, 0.6], [1.1, -0.8, -1.5], [-0.3, -0.9, -0.8]]
}



2.
{
  "formula": "C3H8N2S",
  "method": "the ωB97M-V functional and the def2-TZVPD basis",
  "gap_ha": 0.3357,
  "multiplicity": 1,
  "homo_energy_ev": -9.16,
  "species": ["C", "C", "C", "H", "H", "H", "H", "H", "H", "H", "H", "N", "N", "S"],
  "positions_angstrom": [[0.956437, -2.207781, 0.231261], [0.465115, -0.760343, -0.197964], [-1.083049, 0.717803, 0.706122], [-0.024720, -2.767383, -0.070406], [1.544021, -2.327512, 1.218915], [1.744859, -2.565314, -0.620119], [1.166608, 0.024573, -0.380355], [-0.193443, -0.796236, -1.085940], [-1.667523, 0.823631, 1.670743], [0.341169, 1.587999, -0.679992], [-0.411871, 3.821482, -0.267662], [-0.423288, -0.352775, 0.867865], [-1.092332, 1.568002, -0.488165], [-1.321983, 3.233855, -0.904303]],
  "forces_ev_per_angstrom": [[1.2, -0.2, -3.7], [-1.1, -1.8, 1.1], [-1.2, 0.8, 2.0], [2.1, 0.2, 1.7], [-1.8, 0.3, -1.4], [-1.7, 0.7, 1.9], [1.3, 0.3, -0.1], [0.8, -0.4, -0.1], [-0.2, 1.3, -1.6], [-5.1, -0.7, 0.3], [2.0, 1.2, 1.7], [0.2, 0.9, -0.9], [6.8, -1.1, 0.0], [-3.1, -1.4, -0.7]]
}



3.
{
  "formula": "C3H8N2S",
  "method": "the ωB97M-V functional and the def2-TZVPD basis",
  "smiles": "CCS/C=N/N",
  "gap_ha": 0.3399,
  "multiplicity": 1,
  "homo_energy_ev": -8.26,
  "species": ["C", "C", "C", "H", "H", "H", "H", "H", "H", "H", "H", "N", "N", "S"],
  "positions_angstrom": [[1.562680, 1.557541, 0.359377], [0.495961, 1.080045, 1.353237], [-0.943136, -0.686994, -0.237415], [2.552148, 1.851559, 0.923848], [1.115037, 2.465034, -0.077747], [1.819331, 0.786289, -0.365046], [0.291855, 1.860689, 2.099470], [0.788769, 0.126763, 1.822740], [-0.322610, -1.441746, 0.328226], [-2.235146, -2.418613, -2.396907], [-1.096786, -2.908389, -1.232105], [-1.517447, -0.947910, -1.303045], [-1.382098, -2.168563, -1.885561], [-1.128558, 0.844294, 0.610927]],
  "forces_ev_per_angstrom": [[1.0, 1.0, 1.6], [0.4, -0.5, -0.1], [1.6, -0.5, 2.0], [-1.9, -0.5, -1.0], [0.7, -0.4, -0.4], [-0.2, 0.2, -0.2], [0.3, -0.4, 0.0], [-0.1, 0.5, 0.2], [-0.4, 0.5, -0.5], [0.6, 0.2, 0.4], [-0.2, 0.2, -0.3], [-1.1, 0.5, -1.3], [-0.2, -0.9, 0.0], [-0.5, 0.1, -0.3]]
}



4.
{
  "formula": "C3H8N2S",
  "method": "the ωB97M-V functional and the def2-TZVPD basis",
  "smiles": "C[C@@H](N)/C=N/S",
  "gap_ha": 0.3595,
  "multiplicity": 1,
  "homo_energy_ev": -8.86,
  "species": ["C", "C", "C", "H", "H", "H", "H", "H", "H", "H", "H", "N", "N", "S"],
  "positions_angstrom": [[-0.892019, 1.223054, -0.149934], [-0.684895, -0.184873, 0.350366], [0.785756, -0.545006, 0.384270], [-0.162802, 1.800038, 0.369818], [-1.935747, 1.510697, 0.098649], [-0.634847, 1.326789, -1.178214], [-1.034354, -0.223294, 1.404161], [-2.376720, -0.943521, -0.493108], [-1.379487, -2.091800, -0.129784], [0.940796, -1.538235, 0.626863], [3.857926, 0.821952, -0.567579], [-1.392317, -1.155638, -0.534940], [1.662269, 0.292888, -0.052249], [3.246435, -0.293048, -0.128322]],
  "forces_ev_per_angstrom": [[-0.9, -0.5, 0.9], [0.1, -0.2, 0.0], [-0.4, 2.9, -1.8], [0.1, 1.0, 0.6], [0.7, 0.2, -0.4], [-0.2, -0.1, -0.9], [0.0, -0.1, -0.3], [-0.4, 0.4, -0.2], [0.4, 0.1, 0.0], [1.0, -2.1, 0.7], [-0.3, 0.0, 0.1], [0.3, -0.1, 0.8], [-0.8, -1.1, 0.7], [0.5, -0.2, 0.0]]
}



5.
{
  "formula": "C3H8N3",
  "method": "the ωB97M-V functional and the def2-TZVPD basis",
  "smiles": "C=NN(C)C=[NH2+]",
  "gap_ha": [0.3243, 0.3244],
  "charge": 1,
  "multiplicity": 1,
  "homo_energy_ev": [-13.70, -13.70],
  "species": ["C", "C", "C", "N", "N", "N", "H", "H", "H", "H", "H", "H", "H", "H"],
  "positions_angstrom": [[2.271057, -0.990805, 0.154499], [-0.819069, -0.826028, -0.095825], [-0.146154, 1.611059, -0.065935], [1.609727, 0.040674, -0.140358], [0.322574, 0.245578, 0.027947], [-2.069119, -0.515081, 0.011470], [3.327866, -0.939299, -0.055248], [1.873130, -1.898077, 0.603760], [-0.468613, -1.824998, -0.298112], [-0.880154, 1.723654, -0.867530], [-0.572127, 1.945632, 0.880716], [0.711105, 2.241597, -0.297348], [-2.777935, -1.219400, -0.152811], [-2.382287, 0.405490, 0.294773]],
  "forces_ev_per_angstrom": [[-0.3, -0.4, 0.1], [5.0, 3.8, 0.7], [0.0, 0.6, 0.0], [1.9, 0.3, -0.5], [-6.6, -3.9, -0.3], [0.2, 0.0, 0.0], [0.1, -0.1, 0.0], [-0.2, 0.0, 0.0], [-0.1, -0.2, -0.1], [0.0, 0.0, 0.0], [0.0, 0.0, 0.0], [-0.1, -0.1, 0.1], [0.0, 0.0, 0.0], [0.1, 0.0, -0.1]]
}



6.
{
  "formula": "C3H8N3",
  "method": "the ωB97M-V functional and the def2-TZVPD basis",
  "gap_ha": [0.2509, 0.3730],
  "charge": 1,
  "multiplicity": 1,
  "homo_energy_ev": [-11.28, -13.06],
  "species": ["C", "C", "C", "N", "N", "N", "H", "H", "H", "H", "H", "H", "H", "H"],
  "positions_angstrom": [[-1.072340, 0.851367, 0.431310], [-1.196984, -0.293417, 1.361678], [0.503510, -0.769016, -0.448937], [2.327395, 0.429985, -2.684452], [1.830046, 1.092368, -1.920282], [0.136254, -0.056617, 0.689280], [-1.302139, 0.882571, -0.597406], [-1.044081, 1.907882, 0.625029], [-1.193476, -0.285441, 2.506741], [-1.575588, -1.241541, 1.005962], [-0.187591, -1.166671, -1.113590], [1.531197, -1.072550, -0.567976], [2.694568, 0.534836, -3.654075], [0.974550, 0.163507, 1.161170]],
  "forces_ev_per_angstrom": [[0.8, 0.5, 1.0], [0.4, -0.7, 1.1], [1.9, -0.9, -0.3], [1.5, -3.6, -1.9], [-1.5, 2.7, 1.7], [-1.5, 0.3, -1.1], [-0.7, -1.3, -1.1], [0.4, 0.2, 1.5], [0.0, 0.7, -1.9], [-0.4, 0.2, -0.2], [-1.5, -0.3, -0.8], [0.0, 0.1, 0.4], [-0.1, 1.0, 0.1], [0.5, 1.1, 1.4]]
}



7.
{
  "formula": "C3H8N3",
  "method": "the ωB97M-V functional and the def2-TZVPD basis",
  "gap_ha": 0.3600,
  "charge": 1,
  "multiplicity": 1,
  "homo_energy_ev": -14.15,
  "species": ["C", "C", "C", "N", "N", "N", "H", "H", "H", "H", "H", "H", "H", "H"],
  "positions_angstrom": [[-1.452690, 2.038962, 0.386011], [-0.412655, -0.189875, 0.893807], [-0.824632, -1.351589, 0.084279], [-1.018212, 1.009980, 0.675727], [-1.076735, -1.230720, -1.173847], [1.988713, 0.336258, -0.436949], [-1.739052, 3.041086, 0.360982], [-0.555642, -0.277689, 1.958243], [0.702265, 0.124731, 0.653088], [-0.909094, -2.330172, 0.619577], [-1.194464, -2.038285, -1.719337], [2.357763, 1.288619, -0.825924], [1.367508, 0.023319, -1.123811], [2.766931, -0.444627, -0.351842]],
  "forces_ev_per_angstrom": [[1.5, -3.2, 1.4], [1.5, 0.1, 1.4], [-1.3, -1.8, -2.6], [-2.4, 3.9, -2.3], [1.3, 2.3, 2.8], [3.5, 0.9, 0.4], [-0.6, 1.2, -0.4], [0.3, -0.9, 0.6], [-0.6, -0.8, 0.3], [0.4, 0.8, -0.3], [-0.6, -1.6, -0.3], [-0.3, -2.6, 1.1], [-1.0, -0.8, -1.6], [-1.8, 2.6, -0.4]]
}



8.
{
  "formula": "C3H8N3",
  "method": "the ωB97M-V functional and the def2-TZVPD basis",
  "smiles": "C=NN(C)C=[NH2+]",
  "gap_ha": 0.3559,
  "charge": 1,
  "multiplicity": 1,
  "homo_energy_ev": -14.46,
  "species": ["C", "C", "C", "N", "N", "N", "H", "H", "H", "H", "H", "H", "H", "H"],
  "positions_angstrom": [[-2.171142, 0.825439, 0.211520], [0.555323, 0.801732, -0.169607], [0.282724, -1.634218, 0.076605], [-1.530478, -0.235648, -0.205962], [-0.237107, -0.273452, -0.102968], [1.887226, 0.861779, 0.036146], [-3.269023, 0.645136, 0.090801], [-1.647296, 1.627292, 0.612591], [0.064986, 1.667809, -0.229427], [0.013595, -2.231193, 0.968801], [-0.069699, -2.218555, -0.810900], [1.347068, -1.497282, -0.051141], [2.363959, 1.691250, -0.321637], [2.409860, -0.030086, -0.104819]],
  "forces_ev_per_angstrom": [[-0.9, -4.6, -1.9], [1.6, -3.9, 1.3], [0.3, -0.7, -1.9], [-5.0, 2.2, 0.5], [4.9, 0.4, 0.9], [-0.5, -1.4, -1.3], [1.1, 1.1, 0.3], [0.2, 1.7, 1.0], [-1.7, 3.4, -0.8], [0.0, 1.1, -0.1], [0.2, 0.5, 0.7], [0.3, -0.8, 0.4], [-0.2, -0.3, 0.3], [-0.3, 1.3, 0.5]]
}



9.
{
  "formula": "C3H8N3",
  "method": "the ωB97M-V functional and the def2-TZVPD basis",
  "smiles": "N[C@H]1CNC=[NH+]1",
  "gap_ha": 0.3902,
  "charge": 1,
  "multiplicity": 1,
  "homo_energy_ev": -14.25,
  "species": ["C", "C", "C", "N", "N", "N", "H", "H", "H", "H", "H", "H", "H", "H"],
  "positions_angstrom": [[-0.964751, -0.195858, 1.296864], [-0.665688, 0.009710, -0.906688], [0.565452, 0.622131, -0.199927], [-1.482656, -0.503176, 0.144283], [0.192666, 0.408239, 1.216014], [2.008002, -0.130397, -0.357394], [-1.376536, -0.587916, 2.118633], [-1.372142, 0.674902, -1.591727], [-0.429508, -0.799379, -1.690385], [0.749067, 1.705498, -0.419044], [-2.360565, -0.991184, 0.137892], [0.716173, 0.869071, 1.980161], [1.969176, -1.112821, -0.466608], [2.451311, 0.031179, -1.262075]],
  "forces_ev_per_angstrom": [[1.8, 0.3, -2.3], [-1.4, 0.1, -4.6], [2.9, -1.3, -0.4], [0.0, -0.1, 1.3], [0.5, 1.2, 0.1], [-2.1, 2.5, -0.3], [-1.5, -0.8, 3.5], [1.9, -0.5, 1.6], [0.1, 0.9, 1.5], [-0.1, -1.2, 0.1], [-0.1, -0.1, -0.7], [-0.6, -0.8, -0.6], [-1.1, -1.6, 0.8], [-0.2, 1.3, 0.0]]
}



10.
{
  "formula": "C3H8N3O",
  "method": "the ωB97M-V functional and the def2-TZVPD basis",
  "gap_ha": 0.3085,
  "charge": 1,
  "multiplicity": 1,
  "homo_energy_ev": -11.72,
  "species": ["C", "C", "C", "N", "N", "N", "O", "H", "H", "H", "H", "H", "H", "H", "H"],
  "positions_angstrom": [[-0.581416, -0.746802, -0.976791], [-0.299052, 0.523815, 1.671145], [0.165218, -1.468157, -1.695807], [-1.408661, 1.122936, 2.122380], [1.200600, -1.015402, -2.562551], [0.762022, 1.139987, 1.327453], [-1.275593, -0.159293, -0.221104], [-0.101411, -0.670264, 1.797642], [0.138880, -2.511147, -1.624511], [-2.329662, 0.689099, 2.157681], [-1.572247, 1.974817, 1.721826], [1.376788, 0.023161, -2.776246], [1.404570, -1.608477, -3.405910], [0.899267, 2.144866, 1.209485], [1.620699, 0.560861, 1.255308]],
  "forces_ev_per_angstrom": [[-2.1, 1.1, 1.8], [-1.5, -4.1, 2.0], [3.0, 0.3, -2.8], [0.2, -2.2, 0.2], [1.1, 1.2, -1.5], [3.2, 0.5, -0.8], [-0.2, 0.1, -0.8], [-1.0, 3.2, -0.1], [-0.5, -1.4, 0.4], [0.8, -0.9, 0.2], [-0.1, 3.2, -0.9], [-0.9, -2.4, 0.6], [-0.7, 1.0, 1.4], [-0.4, -0.4, 0.2], [-0.9, 0.9, -0.1]]
}



no.,energy (eV)
1,-17054.7228
2,-17051.3636
3,-17054.7095
4,-17055.0026
5,-7701.8664
6,-7698.4904
7,-7701.1807
8,-7702.1451
9,-7703.6039
10,-9749.8377